Formula: C38H116N8O16
Source: the OMol25 dataset
Level of theory: wB97M-V/def2-TZVPD

The calculated total energy comes out at -3158.9643 Ha. As for the gap between HOMO and LUMO: 8.5 eV. As for the total charge: 0.

Atoms and positions in Å:
O  -20.010  -10.227  16.010
H  -19.978  -10.447  15.079
H  -20.859  -10.555  16.305
O  -20.433  -8.535  18.939
H  -20.995  -9.222  18.582
H  -21.018  -7.789  19.068
O  -18.154  -10.217  18.192
H  -18.694  -10.675  17.549
H  -18.737  -9.558  18.570
O  -21.108  -6.579  15.969
H  -20.530  -7.304  16.208
H  -21.808  -6.988  15.460
O  -24.251  -8.606  14.046
H  -24.089  -8.449  13.116
H  -24.648  -9.476  14.077
C  -18.903  -12.391  21.502
C  -20.287  -12.875  21.416
O  -20.963  -11.928  20.609
H  -18.136  -12.963  22.025
H  -18.777  -11.360  21.834
H  -18.469  -12.426  20.502
H  -20.778  -12.906  22.389
H  -20.115  -13.930  21.207
H  -21.163  -11.157  21.145
C  -25.439  -12.371  15.023
C  -25.646  -12.257  13.491
O  -25.125  -11.058  13.062
H  -25.700  -11.453  15.550
H  -24.457  -12.712  15.353
H  -26.116  -13.053  15.536
H  -26.683  -12.312  13.157
H  -25.402  -13.177  12.960
H  -25.526  -10.766  12.241
C  -21.293  -10.793  12.346
C  -21.415  -12.132  12.997
O  -20.280  -12.294  13.803
H  -22.266  -10.641  11.878
H  -20.610  -10.714  11.500
H  -20.974  -10.011  13.035
H  -21.510  -12.922  12.252
H  -22.256  -12.209  13.686
H  -20.157  -13.223  14.010
C  -19.312  -13.464  18.079
C  -20.537  -14.035  17.427
C  -20.305  -15.186  16.473
O  -19.842  -14.630  15.195
C  -19.366  -15.653  14.324
N  -21.499  -14.395  18.443
H  -18.741  -12.988  17.283
H  -18.868  -14.294  18.629
H  -19.615  -12.701  18.797
H  -20.999  -13.208  16.888
H  -21.174  -15.810  16.266
H  -19.597  -15.847  16.973
H  -20.037  -16.485  14.113
H  -18.396  -15.932  14.736
H  -19.203  -15.216  13.338
H  -21.390  -13.743  19.206
H  -22.355  -14.270  17.922
C  -14.511  -15.442  17.465
C  -15.794  -14.540  17.204
C  -15.698  -13.230  18.068
O  -15.541  -13.579  19.431
C  -14.965  -12.569  20.230
N  -15.949  -14.330  15.750
H  -14.703  -16.416  17.015
H  -14.219  -15.554  18.509
H  -13.738  -14.934  16.887
H  -16.616  -15.174  17.538
H  -16.594  -12.654  17.835
H  -14.759  -12.779  17.749
H  -15.010  -12.888  21.271
H  -15.596  -11.719  19.970
H  -13.963  -12.322  19.878
H  -16.890  -14.034  15.535
H  -15.824  -15.226  15.301
C  -16.364  -10.839  14.975
C  -15.728  -9.476  14.675
C  -16.145  -8.963  13.319
O  -15.385  -7.823  12.929
C  -15.571  -7.429  11.613
N  -16.297  -8.555  15.703
H  -16.056  -11.261  15.932
H  -15.948  -11.585  14.298
H  -17.449  -10.900  14.890
H  -14.642  -9.458  14.576
H  -17.208  -8.724  13.365
H  -16.086  -9.655  12.479
H  -16.282  -6.611  11.502
H  -15.757  -8.216  10.882
H  -14.659  -6.886  11.363
H  -17.288  -8.730  15.795
H  -16.187  -7.609  15.366
C  -23.826  -9.913  16.953
C  -23.295  -10.409  18.229
C  -24.251  -11.552  18.861
O  -24.215  -12.713  18.026
C  -25.202  -13.588  18.568
N  -21.992  -10.988  17.826
H  -23.240  -9.090  16.544
H  -24.847  -9.554  17.084
H  -23.963  -10.679  16.189
H  -23.279  -9.535  18.880
H  -25.241  -11.109  18.972
H  -23.883  -11.785  19.860
H  -26.212  -13.179  18.516
H  -24.949  -13.834  19.599
H  -25.180  -14.476  17.937
H  -22.225  -11.527  17.004
H  -21.720  -11.576  18.601
C  -17.418  -5.677  8.214
C  -18.897  -5.851  8.124
C  -19.620  -5.545  9.487
O  -19.527  -6.596  10.340
C  -20.086  -6.285  11.537
N  -19.370  -5.036  7.062
H  -17.313  -4.628  8.490
H  -16.897  -5.845  7.272
H  -16.912  -6.296  8.955
H  -19.157  -6.880  7.878
H  -20.651  -5.294  9.238
H  -19.099  -4.662  9.859
H  -20.962  -5.651  11.398
H  -19.390  -5.693  12.129
H  -20.394  -7.187  12.067
H  -18.845  -4.175  7.119
H  -19.249  -5.433  6.141
C  -16.403  -6.647  23.467
C  -17.514  -5.979  22.689
C  -17.939  -6.780  21.465
O  -16.787  -6.804  20.582
C  -16.889  -7.824  19.594
N  -18.657  -5.999  23.584
H  -15.548  -6.694  22.793
H  -16.580  -7.650  23.855
H  -16.040  -6.051  24.305
H  -17.153  -4.989  22.410
H  -18.727  -6.244  20.936
H  -18.372  -7.753  21.699
H  -16.279  -7.575  18.726
H  -17.909  -7.862  19.211
H  -16.672  -8.805  20.018
H  -18.537  -5.597  24.502
H  -19.422  -5.427  23.254
C  -18.675  -10.090  7.202
C  -19.134  -9.880  8.619
C  -17.972  -9.371  9.579
O  -16.982  -10.366  10.002
C  -17.463  -11.530  10.607
N  -20.355  -9.083  8.785
H  -17.956  -10.903  7.092
H  -18.211  -9.193  6.792
H  -19.511  -10.484  6.624
H  -19.441  -10.841  9.033
H  -18.513  -9.083  10.481
H  -17.474  -8.459  9.252
H  -17.822  -11.285  11.607
H  -16.596  -12.171  10.771
H  -18.198  -12.059  10.000
H  -20.948  -9.193  7.974
H  -20.061  -8.119  8.709
C  -26.041  -7.667  19.110
C  -25.402  -6.312  18.861
C  -23.956  -6.416  18.372
O  -23.074  -6.891  19.346
C  -22.858  -6.108  20.507
N  -26.253  -5.716  17.885
H  -25.580  -8.396  19.776
H  -26.116  -8.163  18.143
H  -27.044  -7.428  19.463
H  -25.451  -5.880  19.861
H  -23.644  -5.433  18.019
H  -23.639  -7.046  17.541
H  -23.669  -6.180  21.232
H  -23.118  -5.069  20.303
H  -21.859  -6.246  20.920
H  -25.685  -5.794  17.054
H  -26.059  -4.738  18.046

Cartesian forces, eV/Å:
0.423 0.450 -0.259
0.188 -0.374 -0.403
-0.207 0.109 0.472
0.411 0.133 0.313
-0.223 -0.564 -0.429
-0.313 0.372 -0.022
0.674 -0.455 0.355
-0.275 0.099 -0.421
-0.329 0.276 0.061
-0.120 0.373 0.070
0.269 -0.376 0.174
-0.213 -0.168 -0.215
0.203 0.719 0.383
0.089 0.012 -0.193
-0.102 -0.481 -0.147
2.711 0.830 -0.205
0.756 0.381 2.422
-1.111 -1.040 -1.301
-0.526 -0.462 0.629
-0.294 0.115 0.098
-0.163 0.311 -0.268
-0.059 0.047 0.230
-1.398 -0.067 -1.583
0.152 -0.010 0.130
-0.753 -0.294 -0.106
-1.867 -1.586 1.133
1.282 1.028 -0.626
0.298 0.318 -0.420
0.193 0.301 -0.393
-0.232 -0.505 -0.572
-0.829 0.527 0.945
1.676 -0.010 -0.079
-0.043 -0.159 -0.058
-0.695 0.226 -0.939
0.477 -0.024 0.469
1.093 -0.088 -0.078
-0.190 0.815 0.230
0.348 -0.546 0.092
-0.543 0.050 0.165
0.011 -0.146 -0.158
-0.664 0.282 -0.335
0.020 -0.120 0.590
-0.348 -0.338 -0.379
-0.679 1.042 -0.227
0.360 0.634 -0.684
-0.529 -1.236 0.821
0.662 0.804 -0.074
0.047 -1.127 -0.312
0.659 -0.256 0.364
0.807 0.220 -0.078
0.118 0.096 -0.201
0.246 0.097 -0.823
-0.397 0.262 0.119
0.613 -0.178 -0.432
-0.199 -0.166 0.709
0.014 -0.752 -0.285
0.163 0.330 0.041
-0.655 0.101 0.018
-0.751 0.038 1.086
-1.061 1.201 -1.082
0.919 -1.276 1.348
0.558 -1.725 -1.049
-0.450 -1.340 -0.239
-0.955 0.409 -1.346
0.500 0.449 0.689
0.169 -0.129 0.064
-0.278 0.176 -0.128
0.448 -0.229 0.130
-0.432 0.302 0.532
0.166 0.619 0.449
-0.145 0.696 -0.321
0.065 0.215 -0.158
0.152 0.761 0.991
0.359 -0.155 0.272
-0.211 0.185 0.009
0.096 -0.096 -0.137
1.424 -0.881 -0.590
-1.948 0.501 0.227
-0.711 0.049 -1.350
-0.143 -0.658 1.123
0.773 1.458 -0.457
1.453 -0.021 -0.210
-0.167 0.558 0.300
-0.127 -0.071 -0.400
-0.052 0.452 0.013
0.176 -0.256 1.033
-0.405 0.334 0.070
0.360 -0.675 0.132
-0.916 -0.259 0.139
-0.017 -0.251 0.222
0.386 -0.352 -0.376
-0.136 -0.185 0.080
0.014 0.285 0.091
-1.910 0.863 -1.265
-0.644 -2.109 -0.174
1.962 1.857 -0.940
-1.094 0.898 1.024
0.508 -0.601 -0.837
-0.665 0.953 1.567
0.087 -0.114 -0.024
-0.088 0.364 0.031
0.591 -0.109 0.085
0.601 -0.285 0.583
-0.360 -0.236 -0.219
0.107 -0.247 0.162
-0.032 0.285 0.047
-0.084 -0.145 0.088
-0.025 -0.178 0.227
0.106 -0.638 0.207
0.669 -0.520 -0.204
0.923 -0.060 0.639
-0.463 -1.638 0.782
0.957 1.127 -2.910
0.803 -1.591 -0.953
-0.726 0.468 1.816
-1.113 1.188 -0.333
0.611 0.133 0.088
-0.210 0.014 -0.139
-0.112 0.069 0.263
0.107 -0.091 -0.082
-0.263 0.101 0.135
-0.161 0.447 0.495
-0.382 -0.012 0.041
0.119 -0.041 0.420
0.201 -0.013 0.023
-0.176 0.342 -0.502
0.149 -0.067 0.118
1.523 0.031 -0.538
-0.365 -1.171 1.294
1.376 1.000 -1.048
-0.745 -0.465 0.494
-0.643 0.386 -0.035
-1.530 0.657 0.301
0.162 -0.273 0.003
-0.492 0.007 -0.250
-0.332 0.257 0.128
-0.163 0.159 -0.276
-0.325 0.215 -0.081
0.522 -0.301 0.252
0.343 -0.151 0.320
-0.174 0.044 0.002
0.274 -0.081 -0.118
0.882 -0.166 0.170
-0.267 -0.057 -0.617
0.071 -0.564 -0.285
0.986 -0.744 1.106
-1.396 -1.261 1.024
-0.227 1.449 -1.885
0.301 0.157 0.491
0.729 0.741 -0.147
0.386 0.085 0.426
-0.295 0.072 -0.294
-0.186 0.563 -0.389
0.299 -0.307 -0.096
-0.074 0.199 0.280
0.305 -0.410 -0.365
-0.615 -0.152 0.132
0.013 -0.086 -0.219
-0.101 -0.069 0.161
-0.176 -0.406 -0.196
-0.315 0.303 0.468
-0.311 -0.730 -0.360
0.698 -3.145 1.026
0.694 0.717 0.401
1.138 -0.622 1.265
-1.565 1.050 -0.368
0.562 1.947 -0.443
0.363 0.391 0.288
-0.287 -0.092 -0.065
-0.093 -0.399 0.001
0.255 0.970 -0.280
0.166 0.609 0.197
-1.307 -0.362 -0.396
0.184 -1.343 0.646
1.125 0.637 -0.662
-0.245 -0.063 -0.112
-0.443 -0.487 -1.025
-0.805 0.890 -0.063

Atomic partial charges in e from the Mulliken method, atoms 1 to 4: O 0.4776; H -0.1758; H -0.0073; O -0.1465